{
  "formula": "C29H27CaCl3IN6O3S2",
  "method": "the ωB97M-V functional and the def2-TZVPD basis",
  "charge": 1,
  "homo_energy_ev": -10.5,
  "lumo_energy_ev": -2.04,
  "elements": ["Ca", "C", "N", "C", "C", "N", "C", "S", "C", "C", "C", "C", "C", "N", "H", "H", "H", "H", "H", "H", "H", "H", "H", "Cl", "C", "Cl", "Cl", "C", "O", "O", "O", "S", "C", "C", "C", "C", "C", "C", "C", "C", "C", "C", "C", "C", "H", "H", "H", "H", "H", "H", "H", "H", "H", "H", "I", "C", "C", "N", "N", "C", "H", "H", "H", "C", "C", "C", "N", "H", "H", "H", "H", "H"],
  "positions_angstrom": [[-1.642372, 0.901364, 0.614096], [2.122392, -1.398345, 4.940470], [2.752902, -0.692481, 3.838962], [4.058673, -0.249355, 3.846692], [4.283843, 0.341397, 2.654631], [3.104909, 0.253476, 1.931190], [2.159844, -0.387631, 2.667665], [0.592630, -0.854269, 2.223689], [2.975490, 0.820730, 0.626174], [3.955671, 0.500127, -0.305618], [3.886209, 1.115261, -1.542284], [2.849003, 2.003754, -1.787166], [1.926670, 2.235111, -0.777581], [1.978080, 1.655967, 0.420609], [2.899339, -1.927690, 5.485094], [1.398936, -2.102678, 4.535059], [1.616932, -0.693196, 5.598498], [4.695783, -0.387234, 4.697996], [5.147390, 0.841915, 2.263676], [4.738742, -0.203994, -0.065753], [4.629810, 0.902923, -2.297997], [2.755114, 2.516207, -2.732048], [1.111078, 2.926057, -0.937440], [-2.595118, -1.618644, 1.760622], [-4.150208, -0.792911, 1.171430], [-4.065391, -0.814969, -0.635842], [-5.520549, -1.682927, 1.713632], [-4.106780, 0.709724, 1.781920], [-4.351829, 0.788853, 2.956240], [-3.722233, 1.570608, 0.936217], [-0.654723, -0.231095, -1.011011], [0.688084, -0.787445, -1.463666], [0.457373, -1.038461, -3.210714], [1.590465, -1.258919, -3.978572], [1.447196, -1.477221, -5.339366], [0.182899, -1.460102, -5.911877], [-0.937831, -1.224123, -5.129564], [-0.810280, -1.007365, -3.765722], [0.728062, -2.474987, -0.921709], [-0.437120, -3.220937, -0.849238], [-0.352618, -4.527056, -0.401181], [0.879404, -5.066486, -0.049408], [2.033846, -4.305953, -0.131119], [1.960122, -2.988028, -0.560735], [2.572301, -1.266458, -3.524139], [2.317462, -1.655813, -5.953829], [0.073448, -1.626432, -6.973792], [-1.918263, -1.212141, -5.585682], [-1.671321, -0.815494, -3.140935], [-1.390688, -2.783181, -1.113602], [-1.245275, -5.129972, -0.325555], [0.933998, -6.088602, 0.295378], [2.984096, -4.732288, 0.154597], [2.845519, -2.367624, -0.599382], [-2.682173, 5.241249, 4.912993], [-1.919682, 3.528393, 4.110807], [-1.749148, 2.311815, 4.732576], [-1.218926, 1.482102, 3.828487], [-1.034067, 2.076198, 2.637298], [-1.463111, 3.320670, 2.806663], [-1.973527, 1.986894, 5.732391], [-0.933152, 0.516471, 3.929044], [-1.417299, 4.025709, 1.992890], [-4.702816, 3.236872, -2.142037], [-3.355788, 3.094000, -2.841939], [-2.280074, 2.897545, -1.868386], [-1.492169, 2.721866, -1.054215], [-5.489402, 3.274900, -2.892972], [-4.741052, 4.150059, -1.553075], [-4.885196, 2.396615, -1.474264], [-3.093692, 3.974926, -3.434167], [-3.329840, 2.232750, -3.514104]],
  "forces_ev_per_angstrom": [[1.254, 0.133, -0.035], [-0.030, -0.032, -0.127], [0.093, -0.029, 0.117], [0.134, 0.222, -0.401], [0.039, -0.169, 0.459], [0.000, 0.185, -0.015], [-0.550, -0.101, -0.195], [0.032, -0.001, -0.042], [0.123, -0.246, 0.106], [-0.150, 0.086, -0.048], [-0.060, 0.076, -0.055], [0.076, -0.086, 0.120], [-0.015, 0.066, -0.170], [0.000, 0.004, 0.005], [-0.054, -0.019, 0.073], [0.036, 0.018, 0.050], [-0.021, -0.024, 0.036], [0.092, 0.011, 0.056], [0.090, 0.039, -0.007], [0.024, -0.036, 0.039], [0.016, 0.011, -0.037], [0.005, 0.025, -0.066], [-0.089, 0.029, 0.018], [-0.580, 0.384, -0.176], [0.306, -0.065, -0.150], [0.014, 0.009, 0.451], [-0.190, -0.160, 0.101], [-0.171, -0.251, -0.402], [-0.147, -0.022, 0.344], [-0.149, -0.079, 0.093], [0.436, -0.290, -0.331], [-0.471, 0.186, 0.154], [0.119, -0.017, 0.012], [-0.050, -0.020, -0.098], [-0.031, 0.005, 0.005], [0.038, 0.003, 0.006], [-0.080, 0.010, -0.026], [0.056, -0.018, -0.045], [-0.022, 0.049, -0.077], [0.009, -0.039, 0.043], [0.019, 0.001, 0.003], [-0.038, -0.030, -0.003], [-0.002, 0.059, -0.003], [-0.003, -0.163, 0.036], [0.055, 0.004, 0.063], [0.048, -0.006, -0.019], [-0.015, -0.012, -0.043], [-0.027, 0.004, -0.004], [-0.012, -0.001, 0.047], [-0.012, 0.044, -0.020], [-0.067, -0.029, 0.001], [0.009, -0.062, 0.024], [0.063, -0.011, 0.010], [0.045, 0.055, -0.014], [-0.115, 0.255, 0.116], [0.120, -0.271, -0.074], [-0.030, -0.017, 0.155], [0.082, -0.185, -0.148], [-0.137, 0.168, 0.153], [0.073, 0.172, -0.090], [-0.013, 0.022, 0.064], [-0.016, 0.040, -0.016], [-0.070, 0.018, -0.034], [-0.168, -0.001, 0.007], [0.442, 0.013, -0.046], [-0.313, 0.042, -0.100], [0.125, 0.043, 0.080], [-0.021, 0.006, 0.024], [0.011, 0.023, 0.021], [-0.008, -0.014, -0.003], [-0.105, -0.048, 0.011], [-0.053, 0.037, 0.014]],
  "lowdin_charge": [1.161, -0.020, -0.121, -0.024, -0.021, 0.003, -0.674, 0.637, -0.298, -0.014, -0.056, -0.053, -0.142, 0.152, 0.097, 0.065, 0.099, 0.129, 0.129, 0.122, 0.117, 0.113, 0.090, 0.550, -1.421, 0.593, 0.685, -0.850, 0.056, -0.238, -0.728, 1.025, -0.364, -0.077, -0.062, -0.064, -0.060, -0.064, -0.404, -0.070, -0.051, -0.059, -0.061, -0.091, 0.109, 0.112, 0.111, 0.111, 0.099, 0.101, 0.114, 0.111, 0.110, 0.101, 0.910, -0.785, -0.132, -0.015, -0.098, -0.203, 0.128, 0.092, 0.112, -0.073, -0.195, -0.159, 0.117, 0.084, 0.090, 0.065, 0.127, 0.122]
}

=====

{
  "formula": "C29H27Cl2IrN5O2S",
  "method": "the ωB97M-V functional and the def2-TZVPD basis",
  "charge": -1,
  "homo_energy_ev": [-3.2, -4.9],
  "lumo_energy_ev": [2.52, 1.73],
  "multiplicity": 5,
  "elements": ["Ir", "N", "C", "C", "C", "C", "C", "C", "C", "C", "C", "C", "C", "C", "N", "C", "C", "C", "C", "N", "H", "H", "H", "H", "H", "H", "H", "H", "H", "H", "Cl", "C", "Cl", "C", "O", "O", "H", "C", "C", "C", "C", "C", "C", "C", "C", "C", "C", "H", "H", "H", "H", "H", "H", "H", "H", "H", "H", "H", "H", "N", "C", "N", "S", "H", "H", "H", "H"],
  "positions_angstrom": [[0.028016, 0.107287, -0.068963], [-2.389601, 4.508067, 8.973335], [-2.082515, 3.979608, 7.998616], [-1.698729, 3.319389, 6.777286], [-2.643300, 3.079166, 5.778764], [-2.272404, 2.452060, 4.603410], [-0.946418, 2.058715, 4.369200], [-0.012938, 2.305315, 5.386728], [-0.378442, 2.919042, 6.571205], [-0.561652, 1.405308, 3.104451], [0.513385, 1.967752, 2.337791], [1.329585, 3.072161, 2.662260], [2.215251, 3.271409, 1.588541], [1.907515, 2.312870, 0.639688], [0.887477, 1.527133, 1.080037], [-1.281577, 0.229328, 2.723270], [-2.289742, -0.440787, 3.440500], [-2.605582, -1.618887, 2.734605], [-1.791884, -1.639688, 1.621812], [-0.968858, -0.541334, 1.615198], [-3.667763, 3.396948, 5.936114], [-3.007916, 2.283390, 3.825343], [1.010278, 1.982925, 5.241342], [0.350445, 3.073850, 7.358524], [1.276809, 3.658331, 3.567238], [2.979862, 4.030892, 1.500973], [2.360506, 2.139551, -0.323608], [-2.724958, -0.115981, 4.374394], [-3.339247, -2.368949, 2.996811], [-1.736865, -2.393402, 0.849535], [-1.107925, -3.641146, -3.936947], [-1.967275, -3.030933, -2.502657], [-3.071865, -4.260678, -1.854520], [-0.942284, -2.589373, -1.431912], [-0.321981, -3.466688, -0.832957], [-0.922783, -1.327438, -1.323449], [-2.566970, -2.191301, -2.815461], [-1.087968, 3.666591, -0.466067], [-1.422613, 2.477294, -1.384751], [-1.747989, 3.043940, -2.779656], [-0.240377, 1.541060, -1.464276], [-2.619347, 1.683654, -0.841384], [-3.118924, 1.872830, 0.442828], [-4.183795, 1.113948, 0.918107], [-4.779732, 0.157471, 0.113224], [-4.287625, -0.047147, -1.171902], [-3.215875, 0.699269, -1.634096], [-0.282255, 4.249773, -0.915744], [-0.742723, 3.332615, 0.516384], [-1.963321, 4.314773, -0.338938], [-0.926588, 3.685662, -3.108893], [-2.668826, 3.634255, -2.749001], [-1.870097, 2.251819, -3.519755], [0.342012, 1.512508, -2.389284], [-2.664367, 2.603268, 1.102994], [-4.535485, 1.262606, 1.933367], [-5.612489, -0.429650, 0.482183], [-4.731428, -0.804845, -1.810059], [-2.814025, 0.492617, -2.619935], [1.360695, -2.790294, 1.376778], [1.975156, -1.620893, 1.252416], [2.283776, -0.927479, 2.363909], [2.409598, -1.005908, -0.288608], [0.993193, -3.062613, 2.276466], [0.868599, -3.127012, 0.545724], [1.743803, -1.102937, 3.197993], [2.539775, 0.037290, 2.204467]],
  "forces_ev_per_angstrom": [[0.008, -0.129, -0.086], [-0.005, 0.011, 0.024], [0.069, -0.128, -0.183], [0.002, 0.019, -0.021], [-0.107, 0.001, 0.023], [0.016, 0.078, -0.030], [0.016, 0.018, -0.039], [-0.039, -0.027, -0.003], [0.062, -0.029, 0.079], [-0.023, -0.031, -0.153], [0.013, 0.106, -0.001], [0.051, -0.042, -0.017], [-0.067, 0.033, 0.084], [-0.032, -0.024, 0.156], [0.111, 0.048, 0.159], [0.164, -0.271, 0.198], [0.010, 0.006, 0.042], [0.079, 0.060, 0.019], [-0.007, 0.013, 0.109], [-0.199, 0.004, -0.274], [0.044, -0.031, -0.056], [0.018, -0.002, 0.055], [-0.011, 0.037, 0.016], [-0.003, 0.023, -0.078], [-0.022, -0.044, -0.074], [-0.065, -0.074, 0.026], [-0.079, -0.017, 0.029], [0.063, -0.034, -0.059], [0.061, 0.086, -0.007], [0.013, 0.162, 0.093], [-0.024, 0.008, 0.017], [0.112, -0.061, 0.030], [0.017, 0.033, -0.012], [0.073, -0.139, 0.058], [0.067, 0.372, 0.105], [0.018, 0.102, -0.065], [-0.075, 0.118, -0.061], [0.025, -0.016, 0.061], [0.057, -0.018, 0.031], [-0.005, -0.060, 0.069], [-0.138, -0.243, -0.268], [-0.044, 0.034, -0.100], [-0.042, -0.001, 0.116], [-0.022, -0.017, 0.008], [0.029, 0.042, -0.052], [0.038, 0.022, 0.009], [-0.052, -0.030, -0.010], [-0.013, -0.011, 0.034], [-0.057, 0.106, -0.124], [0.072, -0.021, -0.013], [-0.038, -0.020, -0.005], [0.070, 0.007, -0.011], [-0.026, 0.014, 0.025], [0.022, 0.042, 0.118], [-0.035, -0.064, -0.063], [0.015, -0.008, -0.053], [0.052, -0.007, 0.003], [0.018, 0.025, 0.041], [-0.008, 0.040, 0.048], [0.041, -0.081, 0.029], [0.173, 0.193, 0.055], [0.101, -0.030, 0.007], [-0.354, -0.076, 0.116], [-0.071, 0.068, -0.060], [-0.081, -0.199, -0.146], [-0.050, 0.049, 0.008], [-0.002, 0.006, 0.021]],
  "lowdin_charge": [1.266, 0.130, -0.199, -0.249, -0.028, -0.022, -0.169, -0.028, -0.032, -0.085, -0.290, -0.069, -0.112, -0.225, -0.186, -0.287, -0.064, -0.104, -0.169, -0.114, 0.115, 0.109, 0.115, 0.114, 0.087, 0.082, 0.085, 0.093, 0.086, 0.084, 0.582, -1.000, 0.580, -0.775, -0.032, -0.192, 0.037, -0.057, -0.579, -0.061, -0.160, -0.199, -0.041, -0.088, -0.094, -0.085, -0.056, 0.085, 0.060, 0.089, 0.079, 0.088, 0.070, 0.050, 0.100, 0.096, 0.098, 0.098, 0.108, 0.118, -0.933, 0.111, 0.612, 0.115, 0.053, 0.109, 0.079]
}

=====

{
  "formula": "C29H27LuN4O2S4",
  "method": "the ωB97M-V functional and the def2-TZVPD basis",
  "charge": 2,
  "homo_energy_ev": -12.7,
  "lumo_energy_ev": -6.95,
  "elements": ["Lu", "C", "C", "S", "C", "C", "S", "C", "C", "S", "C", "C", "S", "H", "H", "H", "H", "H", "H", "H", "H", "H", "H", "H", "H", "H", "H", "H", "H", "O", "N", "O", "C", "C", "C", "C", "C", "C", "N", "C", "C", "N", "C", "C", "C", "C", "H", "H", "H", "H", "H", "H", "H", "N", "C", "C", "C", "C", "C", "C", "C", "C", "C", "H", "H", "H", "H"],
  "positions_angstrom": [[8.675692, 10.416911, 17.072119], [10.408424, 7.093508, 16.421587], [10.437787, 7.292848, 17.887549], [10.731353, 9.033672, 18.422217], [10.188718, 8.640709, 20.123913], [9.695882, 9.896096, 20.829877], [8.322571, 10.716135, 19.943621], [6.833676, 9.798162, 20.322992], [6.571632, 8.467355, 19.590884], [6.677284, 8.518961, 17.782320], [6.927715, 6.771721, 17.249425], [7.582784, 6.770683, 15.819008], [8.985215, 7.881523, 15.537127], [10.341375, 6.038337, 16.244324], [11.352017, 7.390791, 15.949848], [11.216284, 6.685878, 18.441595], [9.482185, 6.951056, 18.317765], [11.116666, 8.195241, 20.578171], [9.310561, 8.027959, 20.167122], [10.474995, 10.660720, 20.891399], [9.424308, 9.690267, 21.883251], [6.005264, 10.480055, 20.081774], [6.718505, 9.697244, 21.390936], [5.536419, 8.177620, 19.773733], [7.278838, 7.688843, 19.939123], [5.939531, 6.274508, 17.241499], [7.638625, 6.205807, 17.908004], [6.843754, 7.076891, 15.093439], [7.828956, 5.728420, 15.547699], [3.927375, 15.835602, 17.095738], [5.082564, 16.147534, 17.525286], [5.244725, 17.210645, 18.129545], [6.157154, 15.257521, 17.305339], [7.465272, 15.758478, 17.444981], [8.564746, 14.927199, 17.267525], [9.905333, 15.328168, 17.243679], [10.938575, 14.434506, 17.273849], [10.638290, 13.088068, 17.145988], [9.371495, 12.648498, 17.167904], [8.303349, 13.530663, 17.113240], [7.012498, 13.002919, 16.875966], [6.906526, 11.693546, 16.498681], [5.788605, 11.224284, 15.889613], [4.652478, 12.036058, 15.719871], [4.709256, 13.331519, 16.249414], [5.899477, 13.904858, 16.828003], [7.516074, 16.812744, 17.726684], [10.085559, 16.390173, 17.287711], [11.961690, 14.719190, 17.511733], [11.460985, 12.342983, 16.876195], [5.753702, 10.114777, 15.591881], [3.804831, 11.667575, 15.224125], [3.807258, 13.940617, 16.060661], [8.465076, 12.203502, 7.019103], [8.548920, 11.872379, 8.159759], [8.742255, 11.560880, 9.552587], [9.187483, 10.250606, 9.918335], [9.323854, 9.866003, 11.240607], [9.056676, 10.802621, 12.262939], [8.578440, 12.093043, 11.933246], [8.470109, 12.466931, 10.591982], [9.279548, 10.485183, 13.630532], [9.353198, 10.414674, 14.861101], [9.427795, 9.546580, 9.143100], [9.822216, 8.949497, 11.639178], [8.492821, 12.848901, 12.702067], [8.193547, 13.474283, 10.325791]],
  "forces_ev_per_angstrom": [[0.784, -1.223, -1.504], [0.093, -0.036, -0.831], [0.341, -0.483, 1.582], [-0.544, -1.039, 0.119], [1.046, 1.169, 0.613], [0.506, 0.373, 0.455], [0.278, 0.379, 0.315], [-1.026, -0.068, -0.870], [0.288, -0.518, 0.557], [0.304, 0.050, -0.106], [1.045, -0.394, -0.326], [-0.424, -0.757, 1.029], [0.347, -0.634, 0.512], [-0.129, -0.708, -0.246], [-0.381, 0.305, -0.155], [-0.573, 0.577, -0.973], [0.308, 0.456, -0.074], [-1.272, 0.280, 0.017], [0.105, -1.094, -0.515], [-0.088, 0.058, -0.096], [-0.159, 0.041, -0.597], [0.320, 0.079, -0.185], [0.263, -0.392, 0.411], [0.198, -0.206, 0.459], [-0.607, 0.263, -0.128], [0.588, 0.234, -0.010], [-0.912, 0.718, -0.152], [-0.158, 0.285, -0.331], [0.040, 0.419, 0.204], [2.935, 0.119, 0.759], [-4.544, 2.474, 0.232], [0.778, -1.697, -0.765], [2.546, -0.774, -0.675], [-3.415, 0.515, 0.049], [-0.053, -2.356, -0.765], [0.088, 0.773, 0.850], [0.365, 0.217, 0.265], [-0.208, -1.393, -0.461], [-0.116, 0.211, -0.987], [2.709, 0.266, 1.171], [-1.811, 0.640, -0.665], [-1.405, -0.255, -0.561], [0.283, -0.600, 0.658], [2.416, 1.123, 1.440], [-0.749, 0.262, -0.852], [0.231, -1.198, -0.143], [0.289, -0.296, -0.130], [0.226, 0.187, 0.139], [-0.170, 0.189, -0.699], [-1.269, 0.853, 0.964], [0.313, 1.946, 0.418], [-1.028, -0.293, -0.529], [0.836, -0.209, 0.539], [0.192, -1.409, 4.419], [0.053, 1.658, -4.004], [0.079, -1.495, 1.291], [-0.345, 0.518, -0.275], [0.809, 0.500, 1.231], [-0.428, 0.435, -0.913], [0.987, -0.443, -0.744], [-0.102, -0.296, -0.244], [-0.207, 0.429, 1.635], [0.217, 0.856, -0.558], [0.045, -0.113, -0.273], [-0.726, 0.484, -1.113], [-0.265, -0.105, 0.063], [-0.140, 0.141, 0.054]],
  "lowdin_charge": [1.186, -0.459, -0.502, 0.827, -0.486, -0.478, 0.830, -0.499, -0.478, 0.817, -0.432, -0.487, 0.854, 0.088, 0.103, 0.126, 0.055, 0.121, 0.052, 0.084, 0.114, 0.090, 0.096, 0.091, 0.082, 0.099, 0.088, 0.072, 0.104, 0.063, -0.300, 0.116, -0.059, 0.114, -0.119, 0.047, -0.010, -0.082, -0.033, -0.126, -0.157, -0.060, -0.088, 0.013, 0.072, -0.009, 0.151, 0.141, 0.134, 0.155, 0.126, 0.108, 0.129, 0.172, -0.152, -0.204, -0.006, -0.020, -0.266, -0.017, -0.015, -0.172, -0.279, 0.118, 0.133, 0.108, 0.119]
}